[1]
{"formula": "C54H144N8O25", "method": "ωB97M-V with the def2-TZVPD basis set", "elements": ["C", "O", "C", "C", "N", "C", "C", "O", "C", "H", "H", "H", "H", "H", "H", "H", "H", "H", "H", "H", "H", "H", "H", "H", "C", "O", "C", "C", "N", "C", "C", "O", "C", "H", "H", "H", "H", "H", "H", "H", "H", "H", "H", "H", "H", "H", "H", "H", "C", "O", "C", "C", "N", "C", "C", "O", "C", "H", "H", "H", "H", "H", "H", "H", "H", "H", "H", "H", "H", "H", "H", "H", "C", "O", "C", "C", "N", "C", "C", "O", "C", "H", "H", "H", "H", "H", "H", "H", "H", "H", "H", "H", "H", "H", "H", "H", "C", "O", "C", "C", "N", "C", "C", "O", "C", "H", "H", "H", "H", "H", "H", "H", "H", "H", "H", "H", "H", "H", "H", "H", "C", "O", "C", "C", "N", "C", "C", "O", "C", "H", "H", "H", "H", "H", "H", "H", "H", "H", "H", "H", "H", "H", "H", "H", "C", "O", "C", "C", "N", "C", "C", "O", "C", "H", "H", "H", "H", "H", "H", "H", "H", "H", "H", "H", "H", "H", "H", "H", "C", "O", "C", "C", "N", "C", "C", "O", "C", "H", "H", "H", "H", "H", "H", "H", "H", "H", "H", "H", "H", "H", "H", "H", "C", "C", "O", "O", "H", "H", "H", "H", "H", "H", "C", "C", "O", "O", "H", "H", "H", "H", "H", "H", "C", "C", "O", "O", "H", "H", "H", "H", "H", "H", "O", "H", "H", "O", "H", "H", "O", "H", "H"], "positions_angstrom": [[-6.73, -4.33, 6.50], [-6.03, -3.27, 5.86], [-4.81, -3.02, 6.58], [-4.04, -1.83, 5.91], [-2.92, -2.27, 5.01], [-3.55, -2.62, 3.72], [-2.38, -3.13, 2.74], [-3.01, -3.61, 1.58], [-2.10, -3.94, 0.55], [-7.18, -4.02, 7.44], [-6.28, -5.30, 6.70], [-7.59, -4.62, 5.89], [-4.31, -3.99, 6.63], [-5.02, -2.69, 7.60], [-3.58, -1.38, 6.80], [-4.71, -1.10, 5.47], [-2.41, -3.09, 5.31], [-4.09, -1.80, 3.26], [-4.20, -3.47, 3.91], [-1.70, -3.82, 3.25], [-1.74, -2.27, 2.54], [-1.34, -4.62, 0.95], [-1.53, -3.16, 0.04], [-2.69, -4.36, -0.26], [3.39, 8.60, 3.35], [3.39, 7.81, 2.18], [4.45, 6.88, 2.16], [4.43, 6.25, 0.81], [3.21, 5.54, 0.66], [3.02, 5.19, -0.76], [1.60, 4.61, -0.89], [0.63, 5.47, -0.38], [-0.69, 4.93, -0.43], [2.56, 9.29, 3.30], [4.36, 9.08, 3.53], [3.34, 8.01, 4.27], [4.21, 6.24, 3.01], [5.44, 7.32, 2.32], [5.23, 5.54, 0.64], [4.56, 7.05, 0.08], [2.41, 6.13, 0.80], [3.69, 4.53, -1.31], [2.96, 6.09, -1.37], [1.55, 3.68, -0.31], [1.44, 4.33, -1.93], [-0.94, 4.77, -1.48], [-1.43, 5.64, -0.04], [-0.74, 3.99, 0.12], [-7.14, 0.12, -4.74], [-5.92, 0.89, -4.74], [-4.79, 0.29, -4.08], [-4.28, -0.96, -4.92], [-4.13, -0.88, -6.37], [-3.18, 0.20, -6.79], [-3.07, 0.48, -8.31], [-3.92, 1.54, -8.66], [-3.90, 1.89, -10.04], [-7.96, 0.79, -5.00], [-7.26, -0.25, -3.72], [-7.12, -0.76, -5.37], [-5.08, -0.07, -3.09], [-3.94, 0.94, -3.88], [-5.02, -1.75, -4.81], [-3.41, -1.32, -4.36], [-3.89, -1.75, -6.82], [-2.18, -0.11, -6.51], [-3.31, 1.17, -6.32], [-3.40, -0.45, -8.78], [-2.04, 0.63, -8.64], [-2.88, 2.14, -10.33], [-4.38, 2.87, -10.00], [-4.44, 1.20, -10.69], [3.24, 1.94, -3.34], [3.21, 3.36, -3.36], [3.38, 3.93, -4.71], [3.29, 5.45, -4.72], [4.38, 6.11, -3.96], [5.71, 6.18, -4.61], [6.70, 6.88, -3.64], [6.76, 6.20, -2.35], [7.29, 6.99, -1.26], [3.06, 1.54, -2.34], [4.15, 1.54, -3.80], [2.36, 1.44, -3.74], [2.69, 3.49, -5.43], [4.33, 3.57, -5.09], [2.31, 5.63, -4.28], [3.38, 5.72, -5.78], [4.58, 5.54, -3.15], [5.65, 6.78, -5.51], [6.08, 5.17, -4.80], [6.42, 7.92, -3.47], [7.73, 6.87, -3.99], [7.16, 6.41, -0.35], [6.87, 7.98, -1.11], [8.37, 7.07, -1.40], [-5.89, -7.47, -7.02], [-5.60, -6.78, -5.85], [-4.17, -6.71, -5.58], [-3.83, -5.83, -4.39], [-2.43, -5.40, -4.40], [-2.16, -4.32, -3.43], [-0.75, -4.03, -2.98], [-0.39, -5.28, -2.47], [0.87, -5.29, -1.80], [-5.08, -8.17, -7.24], [-5.96, -6.74, -7.83], [-6.85, -7.96, -6.89], [-3.72, -6.30, -6.48], [-3.77, -7.71, -5.43], [-4.06, -6.34, -3.45], [-4.52, -4.99, -4.47], [-1.71, -6.10, -4.39], [-2.77, -4.52, -2.55], [-2.50, -3.36, -3.81], [-0.74, -3.23, -2.24], [-0.17, -3.69, -3.84], [1.01, -4.65, -0.93], [1.61, -5.04, -2.56], [0.92, -6.33, -1.47], [-1.26, -5.60, 5.74], [-0.98, -4.17, 5.72], [-0.21, -3.86, 6.90], [0.15, -2.39, 6.90], [0.59, -1.73, 8.13], [0.75, -0.32, 8.11], [1.96, 0.17, 7.32], [1.98, 0.06, 5.88], [1.06, 0.93, 5.21], [-1.86, -5.87, 6.61], [-0.39, -6.25, 5.75], [-1.90, -5.92, 4.92], [0.59, -4.54, 7.18], [-0.86, -3.93, 7.77], [-0.77, -2.01, 6.47], [0.88, -2.22, 6.11], [0.03, -1.82, 8.96], [0.81, -0.01, 9.15], [-0.13, 0.23, 7.78], [2.88, -0.29, 7.68], [2.11, 1.22, 7.57], [0.06, 0.82, 5.62], [1.02, 0.54, 4.20], [1.40, 1.97, 5.23], [1.40, -1.25, -1.50], [1.03, -0.88, -0.21], [1.27, 0.47, 0.17], [0.83, 0.67, 1.67], [-0.55, 0.16, 1.67], [-1.54, 1.05, 0.99], [-2.67, 0.10, 0.42], [-2.13, -0.92, -0.49], [-2.12, -0.46, -1.81], [2.42, -0.89, -1.65], [0.90, -0.80, -2.36], [1.29, -2.33, -1.66], [0.77, 1.19, -0.48], [2.34, 0.64, 0.13], [0.88, 1.67, 2.10], [1.51, 0.05, 2.25], [-0.57, -0.70, 1.14], [-1.08, 1.63, 0.19], [-1.84, 1.70, 1.81], [-3.40, 0.79, -0.01], [-3.02, -0.59, 1.18], [-1.73, -1.29, -2.40], [-1.39, 0.35, -1.91], [-3.10, -0.14, -2.16], [5.87, -1.25, -1.38], [5.62, -2.65, -1.29], [4.39, -3.03, -0.69], [4.41, -2.76, 0.88], [5.65, -3.43, 1.40], [6.05, -2.90, 2.72], [7.39, -3.48, 3.03], [8.41, -2.91, 2.23], [9.75, -2.88, 2.65], [6.36, -0.84, -0.49], [5.08, -0.60, -1.75], [6.68, -1.18, -2.11], [4.13, -4.08, -0.79], [3.62, -2.47, -1.23], [3.58, -3.13, 1.47], [4.50, -1.68, 1.00], [6.42, -3.28, 0.77], [5.34, -3.44, 3.36], [6.03, -1.82, 2.87], [7.45, -4.57, 2.96], [7.55, -3.28, 4.09], [10.33, -2.22, 1.99], [10.20, -3.87, 2.59], [9.86, -2.47, 3.66], [4.11, 1.49, 3.71], [3.55, 2.87, 3.18], [3.56, 3.07, 1.73], [3.96, 0.43, 2.74], [3.79, 1.28, 4.73], [5.17, 1.77, 3.71], [4.14, 3.74, 3.48], [2.54, 3.08, 3.51], [3.57, 4.00, 1.49], [3.77, 0.82, 1.88], [-4.43, 5.16, -0.93], [-4.11, 3.77, -0.54], [-3.26, 3.67, 0.63], [-5.17, 5.84, 0.05], [-5.07, 5.10, -1.80], [-3.58, 5.77, -1.23], [-3.49, 3.30, -1.30], [-5.00, 3.16, -0.43], [-3.74, 3.15, 1.28], [-5.72, 6.49, -0.40], [-5.56, -3.10, -1.59], [-6.16, -2.74, -0.18], [-7.37, -3.43, -0.07], [-5.25, -4.47, -1.70], [-4.64, -2.52, -1.64], [-6.15, -2.77, -2.44], [-6.25, -1.66, -0.11], [-5.46, -3.05, 0.59], [-7.33, -4.33, -0.40], [-6.03, -5.03, -1.72], [-4.14, 2.01, 2.53], [-3.54, 1.79, 3.24], [-4.94, 1.54, 2.73], [4.94, 1.43, 0.13], [5.58, 1.88, -0.42], [4.47, 2.12, 0.59], [-2.50, 0.23, 3.84], [-1.67, 0.17, 3.36], [-2.61, -0.64, 4.22]]}



[2]
{"formula": "C54H146N10O21", "method": "ωB97M-V with the def2-TZVPD basis set", "e_above_lowest_kcal_mol": 0.0, "elements": ["C", "C", "O", "O", "H", "H", "H", "H", "H", "H", "C", "C", "O", "O", "H", "H", "H", "H", "H", "H", "C", "C", "O", "O", "H", "H", "H", "H", "H", "H", "C", "C", "O", "O", "H", "H", "H", "H", "H", "H", "C", "C", "C", "O", "C", "N", "H", "H", "H", "H", "H", "H", "H", "H", "H", "H", "H", "C", "C", "C", "O", "C", "N", "H", "H", "H", "H", "H", "H", "H", "H", "H", "H", "H", "C", "C", "C", "O", "C", "N", "H", "H", "H", "H", "H", "H", "H", "H", "H", "H", "H", "C", "C", "C", "O", "C", "N", "H", "H", "H", "H", "H", "H", "H", "H", "H", "H", "H", "C", "C", "C", "O", "C", "N", "H", "H", "H", "H", "H", "H", "H", "H", "H", "H", "H", "C", "C", "C", "O", "C", "N", "H", "H", "H", "H", "H", "H", "H", "H", "H", "H", "H", "C", "C", "C", "O", "C", "N", "H", "H", "H", "H", "H", "H", "H", "H", "H", "H", "H", "C", "O", "C", "C", "N", "C", "C", "O", "C", "H", "H", "H", "H", "H", "H", "H", "H", "H", "H", "H", "H", "H", "H", "H", "C", "O", "C", "C", "N", "C", "C", "O", "C", "H", "H", "H", "H", "H", "H", "H", "H", "H", "H", "H", "H", "H", "H", "H", "C", "O", "C", "C", "N", "C", "C", "O", "C", "H", "H", "H", "H", "H", "H", "H", "H", "H", "H", "H", "H", "H", "H", "H"], "positions_angstrom": [[-31.19, 16.12, 5.64], [-31.36, 14.61, 5.44], [-30.07, 14.05, 5.68], [-30.71, 16.72, 4.46], [-30.50, 16.32, 6.49], [-32.11, 16.68, 5.83], [-31.73, 14.43, 4.42], [-32.05, 14.21, 6.15], [-30.00, 13.10, 5.51], [-29.83, 16.39, 4.28], [-23.19, 15.01, 0.64], [-23.45, 14.37, 1.95], [-24.02, 15.37, 2.73], [-22.29, 16.04, 0.90], [-24.17, 15.36, 0.33], [-22.80, 14.31, -0.10], [-22.54, 13.93, 2.34], [-24.21, 13.58, 1.76], [-23.39, 16.06, 2.91], [-22.25, 16.57, 0.09], [-30.86, 7.33, 4.46], [-30.39, 7.32, 5.89], [-29.60, 8.45, 6.21], [-31.25, 6.03, 3.99], [-30.10, 7.78, 3.83], [-31.72, 7.99, 4.36], [-29.96, 6.33, 6.15], [-31.25, 7.35, 6.56], [-28.65, 8.21, 6.17], [-32.22, 6.03, 3.84], [-23.63, 13.73, 10.28], [-23.56, 14.13, 8.81], [-24.82, 14.39, 8.34], [-24.53, 14.71, 10.92], [-22.56, 13.74, 10.68], [-24.03, 12.73, 10.38], [-23.07, 13.34, 8.23], [-22.89, 14.98, 8.72], [-25.23, 14.90, 9.04], [-25.39, 14.31, 11.20], [-26.48, 8.67, 9.78], [-27.38, 8.10, 8.59], [-26.41, 8.18, 7.34], [-26.99, 7.66, 6.18], [-26.12, 7.90, 5.08], [-27.94, 6.77, 8.82], [-26.92, 8.53, 10.78], [-26.15, 9.71, 9.70], [-25.54, 8.08, 9.87], [-28.22, 8.81, 8.39], [-25.53, 7.56, 7.59], [-25.97, 9.18, 7.19], [-26.44, 7.41, 4.18], [-25.11, 7.62, 5.41], [-26.06, 8.98, 4.87], [-27.20, 6.06, 8.70], [-28.70, 6.61, 8.18], [-27.92, 4.59, 3.51], [-28.64, 4.41, 2.14], [-28.89, 5.78, 1.55], [-27.70, 6.49, 1.37], [-27.96, 7.81, 0.92], [-27.85, 3.55, 1.28], [-27.10, 5.25, 3.40], [-27.59, 3.64, 3.88], [-28.60, 5.02, 4.23], [-29.62, 3.94, 2.33], [-29.60, 6.28, 2.19], [-29.39, 5.67, 0.59], [-27.01, 8.24, 0.68], [-28.46, 8.40, 1.68], [-28.61, 7.76, 0.04], [-28.23, 3.56, 0.36], [-26.97, 4.03, 1.14], [-21.89, 9.38, 2.17], [-23.30, 9.48, 1.52], [-23.60, 10.88, 1.22], [-24.91, 11.16, 0.69], [-25.97, 11.11, 1.66], [-23.42, 8.55, 0.38], [-21.64, 8.34, 2.30], [-21.81, 9.89, 3.15], [-21.18, 9.84, 1.49], [-23.99, 9.12, 2.28], [-22.91, 11.26, 0.44], [-23.53, 11.49, 2.16], [-26.88, 11.48, 1.20], [-25.77, 11.73, 2.56], [-26.16, 10.09, 2.01], [-22.66, 8.61, -0.28], [-24.26, 8.81, -0.14], [-27.10, 14.00, 15.36], [-27.05, 14.59, 13.96], [-26.89, 13.40, 12.95], [-26.74, 13.69, 11.58], [-27.09, 12.65, 10.64], [-28.31, 15.25, 13.63], [-26.08, 13.68, 15.65], [-27.71, 13.10, 15.39], [-27.50, 14.76, 16.03], [-26.18, 15.25, 13.92], [-27.74, 12.76, 13.05], [-26.07, 12.78, 13.28], [-28.10, 12.22, 10.78], [-26.33, 11.85, 10.67], [-26.99, 13.25, 9.71], [-28.25, 15.55, 12.65], [-28.38, 16.13, 14.18], [-26.44, 17.83, 6.72], [-27.47, 16.88, 6.09], [-27.01, 16.47, 4.72], [-28.02, 15.69, 4.12], [-27.64, 15.24, 2.87], [-27.75, 15.75, 7.03], [-26.27, 18.79, 6.27], [-25.44, 17.32, 6.87], [-26.79, 17.98, 7.71], [-28.41, 17.44, 5.91], [-26.05, 15.92, 4.83], [-26.77, 17.29, 4.02], [-28.46, 14.61, 2.55], [-26.68, 14.68, 2.88], [-27.53, 16.08, 2.17], [-26.87, 15.25, 7.08], [-28.44, 15.16, 6.59], [-31.51, 9.65, -3.89], [-31.08, 9.83, -2.37], [-30.94, 11.29, -2.04], [-29.94, 11.89, -2.83], [-30.05, 13.29, -2.90], [-32.01, 9.28, -1.42], [-32.42, 10.22, -4.05], [-31.74, 8.64, -4.25], [-30.64, 10.05, -4.47], [-30.12, 9.32, -2.29], [-30.82, 11.49, -0.96], [-31.91, 11.80, -2.26], [-29.25, 13.61, -3.63], [-29.83, 13.85, -1.91], [-30.99, 13.64, -3.37], [-32.97, 9.55, -1.56], [-31.95, 8.26, -1.47], [-20.69, 16.31, 9.08], [-21.18, 17.60, 8.44], [-22.24, 17.37, 7.37], [-21.71, 16.56, 6.34], [-22.79, 16.19, 5.43], [-21.65, 18.48, 9.46], [-21.40, 15.94, 9.84], [-19.69, 16.48, 9.49], [-20.55, 15.59, 8.28], [-20.37, 18.15, 7.95], [-22.65, 18.29, 6.93], [-23.07, 16.84, 7.79], [-23.52, 15.54, 5.89], [-22.30, 15.65, 4.59], [-23.22, 17.11, 5.02], [-21.87, 19.36, 9.02], [-22.45, 18.03, 9.91], [-34.11, 6.55, -1.22], [-32.90, 6.43, -0.53], [-33.06, 6.75, 0.84], [-33.86, 5.76, 1.63], [-33.75, 6.08, 2.99], [-34.45, 7.34, 3.34], [-34.61, 7.31, 4.89], [-35.30, 6.15, 5.23], [-35.41, 6.05, 6.62], [-34.38, 7.61, -1.26], [-34.97, 6.01, -0.78], [-34.00, 6.22, -2.24], [-33.39, 7.78, 0.97], [-32.07, 6.72, 1.27], [-33.31, 4.82, 1.46], [-34.91, 5.69, 1.33], [-34.26, 5.39, 3.55], [-35.44, 7.47, 2.90], [-33.83, 8.16, 3.01], [-35.09, 8.21, 5.24], [-33.68, 7.18, 5.45], [-34.41, 6.05, 7.07], [-35.92, 5.14, 6.93], [-36.02, 6.87, 6.97], [-35.86, 15.94, -0.11], [-36.73, 14.84, 0.11], [-36.26, 13.72, -0.63], [-35.02, 13.16, -0.06], [-35.27, 12.77, 1.31], [-34.02, 12.34, 1.93], [-34.15, 11.96, 3.38], [-32.88, 11.73, 3.87], [-32.95, 11.05, 5.13], [-35.65, 16.07, -1.18], [-34.95, 15.87, 0.50], [-36.35, 16.83, 0.24], [-36.17, 13.85, -1.74], [-37.05, 12.98, -0.46], [-34.17, 13.86, -0.16], [-34.74, 12.25, -0.61], [-35.80, 13.48, 1.83], [-33.16, 13.06, 1.96], [-33.72, 11.42, 1.40], [-34.80, 11.06, 3.52], [-34.54, 12.82, 3.96], [-33.26, 10.00, 4.97], [-33.72, 11.56, 5.69], [-31.99, 11.05, 5.64], [-30.82, 9.67, 1.36], [-30.15, 9.90, 2.60], [-29.57, 11.17, 2.62], [-28.61, 11.37, 3.79], [-29.22, 11.38, 5.10], [-28.18, 11.35, 6.14], [-27.17, 12.46, 5.98], [-25.94, 11.92, 5.40], [-25.08, 13.06, 5.29], [-30.13, 9.67, 0.48], [-31.54, 10.48, 1.18], [-31.37, 8.75, 1.43], [-30.31, 11.97, 2.58], [-29.05, 11.32, 1.67], [-28.17, 12.33, 3.49], [-27.89, 10.56, 3.70], [-29.76, 10.52, 5.13], [-27.72, 10.37, 6.11], [-28.75, 11.37, 7.07], [-27.03, 12.86, 6.99], [-27.57, 13.29, 5.42], [-25.62, 13.85, 4.78], [-24.19, 12.78, 4.69], [-24.75, 13.38, 6.27]]}



Calculated HOMO-LUMO gap (eV), listed in the same order as above: 8.6; 9.4
Calculated total energy (Eh), listed in the same order as above: -4462.27694; -4272.26116
Calculated maximum force (eV Å⁻¹), listed in the same order as above: 3.44; 2.94